{
  "formula": "C18H26N3O8P2Tm",
  "method": "the ωB97M-V functional and the def2-TZVPD basis",
  "elements": ["Tm", "P", "C", "C", "N", "C", "C", "C", "C", "C", "P", "H", "H", "H", "H", "H", "H", "H", "H", "O", "H", "H", "O", "H", "C", "H", "H", "H", "C", "H", "H", "H", "C", "H", "H", "H", "C", "H", "H", "H", "O", "C", "O", "C", "C", "C", "C", "C", "C", "N", "O", "O", "N", "O", "O", "H", "H", "H"],
  "xyz": [[0.8641, -0.7905, -0.6631], [-1.3664, -0.3956, -2.2180], [-0.4774, 0.4138, -3.5507], [0.7147, 1.1294, -3.2517], [1.3355, 1.0210, -1.9929], [2.2343, 1.9857, -1.6907], [2.6239, 2.9629, -2.6102], [2.2056, 2.9132, -3.9438], [1.2959, 1.9298, -4.2548], [2.8851, 2.0512, -0.3099], [2.9958, 0.4735, 0.6475], [0.9983, 1.7194, -5.2833], [3.3375, 3.7021, -2.2592], [2.6076, 3.6125, -4.6814], [3.9018, 2.4408, -0.5039], [2.3335, 2.8102, 0.2849], [2.3834, -3.0226, -3.1017], [-0.4468, -0.0270, -4.5536], [3.4669, -4.3542, 0.9744], [2.1352, -2.0547, -3.2189], [2.8704, -1.6061, -2.8692], [-0.4928, -2.1010, 2.2504], [3.7703, -3.8111, 0.2624], [3.6527, -2.9106, 0.5216], [4.7955, 0.1474, 0.5272], [5.3891, 0.9289, 1.0291], [4.9829, -0.8162, 1.0229], [5.1019, 0.0776, -0.5272], [2.8768, 1.1877, 2.3264], [2.4039, 0.4323, 2.9615], [3.8696, 1.4142, 2.7382], [2.2713, 2.1038, 2.3414], [-2.5697, 0.9654, -2.1169], [-3.0572, 1.0149, -3.0992], [-3.3145, 0.8396, -1.3339], [-2.0112, 1.8952, -1.9586], [-2.2214, -1.7935, -3.0011], [-2.9536, -2.1386, -2.2620], [-2.7421, -1.4982, -3.9226], [-1.5214, -2.6154, -3.2117], [-0.1379, -1.6091, 1.5555], [-0.8096, -0.4153, 1.4698], [-0.4288, 0.3330, 0.5270], [-1.9506, -0.3077, 2.3638], [-3.1892, 0.1283, 1.8254], [-4.3722, -0.0479, 2.5645], [-4.3847, -0.5997, 3.8531], [-3.1745, -1.1187, 4.3142], [-2.0012, -1.1041, 3.5364], [-3.0839, -1.5683, 5.6896], [-4.1045, -1.4619, 6.4009], [-2.0027, -2.0163, 6.1226], [-5.6098, 0.3275, 1.8954], [-5.4787, 0.6943, 0.7001], [-6.7188, 0.2793, 2.4578], [-3.2547, 0.5621, 0.8353], [-5.2866, -0.6762, 4.4656], [-1.1400, -1.6367, 3.9253]],
  "nbo_charge": [1.41, 0.73, -0.41, 0.15, -0.64, 0.26, -0.23, -0.12, -0.18, -0.74, 0.71, 0.25, 0.24, 0.26, 0.26, 0.27, 0.51, 0.25, 0.48, -0.92, 0.47, 0.52, -0.92, 0.45, -0.91, 0.26, 0.25, 0.25, -0.92, 0.24, 0.26, 0.25, -0.90, 0.26, 0.24, 0.25, -0.93, 0.25, 0.26, 0.26, -0.68, 0.81, -0.65, -0.21, -0.11, 0.11, -0.11, 0.04, -0.13, 0.49, -0.31, -0.34, 0.48, -0.37, -0.29, 0.27, 0.31, 0.25],
  "s2": 2.07,
  "gap_ev": [6.64, 5.27],
  "spin_multiplicity": 3,
  "fmax_ev_per_a": 4.96,
  "charge": 2,
  "e_homo_ev": [-13.77, -12.70],
  "energy_ha": -3234.82379,
  "e_lumo_ev": [-7.13, -7.42]
}

---

{
  "formula": "C18H26N4O2S",
  "method": "the ωB97M-V functional and the def2-TZVPD basis",
  "elements": ["C", "C", "C", "C", "O", "N", "C", "C", "N", "C", "C", "C", "C", "N", "C", "S", "N", "C", "O", "C", "C", "C", "C", "C", "C", "H", "H", "H", "H", "H", "H", "H", "H", "H", "H", "H", "H", "H", "H", "H", "H", "H", "H", "H", "H", "H", "H", "H", "H", "H", "H"],
  "xyz": [[4.6202, 3.7322, 0.7922], [4.5847, 2.2586, 1.1784], [3.2186, 1.6338, 0.8755], [3.1912, 0.1760, 1.2933], [2.7487, -0.1637, 2.3733], [3.7436, -0.7315, 0.4442], [4.1338, -0.5049, -0.9253], [2.9535, -0.8717, -1.8602], [2.1171, -1.8742, -1.2322], [0.8177, -1.5625, -0.8622], [0.2202, -2.0575, 0.2998], [-1.0929, -1.7749, 0.6151], [-1.8640, -0.9766, -0.2226], [-3.1890, -0.6126, 0.0148], [-4.0753, -1.0277, 0.9225], [-3.9007, -2.1651, 2.1053], [-5.3356, -0.4217, 0.8553], [-5.7979, 0.5136, -0.0265], [-5.1228, 0.9721, -0.9281], [-7.2342, 0.9157, 0.2355], [-7.7051, 1.9810, -0.7457], [-1.2810, -0.4815, -1.3895], [0.0243, -0.7761, -1.7085], [2.8996, -2.8218, -0.4745], [3.5825, -2.1445, 0.7345], [4.4383, 3.8554, -0.2739], [5.5905, 4.1633, 1.0265], [3.8581, 4.2861, 1.3349], [5.3707, 1.7209, 0.6424], [4.7852, 2.1542, 2.2460], [2.4592, 2.1419, 1.4722], [2.9611, 1.7570, -0.1768], [4.9958, -1.1489, -1.1298], [4.4428, 0.5248, -1.0872], [2.3586, 0.0195, -2.0572], [3.3410, -1.2508, -2.8148], [0.7806, -2.6601, 0.9944], [-1.5096, -2.1674, 1.5264], [-3.5660, 0.0766, -0.6445], [-5.9641, -0.7643, 1.5720], [-7.3074, 1.2844, 1.2618], [-7.8601, 0.0230, 0.1561], [-7.0833, 2.8684, -0.6628], [-7.6301, 1.6116, -1.7649], [-8.7374, 2.2526, -0.5430], [-1.8688, 0.1322, -2.0578], [0.4240, -0.4078, -2.6410], [2.2694, -3.6511, -0.1560], [3.6574, -3.2231, -1.1565], [4.5605, -2.5988, 0.9295], [2.9765, -2.2140, 1.6395]],
  "nbo_charge": [-0.60, -0.38, -0.49, 0.70, -0.63, -0.44, -0.23, -0.22, -0.43, 0.16, -0.21, -0.21, 0.10, -0.57, 0.28, -0.23, -0.63, 0.70, -0.62, -0.50, -0.60, -0.21, -0.25, -0.23, -0.24, 0.20, 0.21, 0.21, 0.19, 0.21, 0.24, 0.20, 0.20, 0.22, 0.21, 0.19, 0.21, 0.25, 0.44, 0.43, 0.23, 0.23, 0.22, 0.22, 0.21, 0.21, 0.21, 0.22, 0.19, 0.19, 0.25],
  "smiles": "CCCC(=O)N1CCN(c2ccc(NC(=S)NC(=O)CC)cc2)CC1",
  "gap_ev": 8.02,
  "fmax_ev_per_a": 1.11,
  "e_homo_ev": -7.36,
  "energy_ha": -1469.24032,
  "e_lumo_ev": 0.66
}

---

{
  "formula": "C18H26NO2",
  "method": "the ωB97M-V functional and the def2-TZVPD basis",
  "elements": ["C", "C", "C", "N", "C", "C", "C", "C", "C", "C", "C", "C", "C", "C", "C", "C", "C", "C", "O", "O", "C", "H", "H", "H", "H", "H", "H", "H", "H", "H", "H", "H", "H", "H", "H", "H", "H", "H", "H", "H", "H", "H", "H", "H", "H", "H", "H"],
  "xyz": [[3.0721, -2.1350, 0.1213], [2.6085, -0.8559, 0.8138], [1.0834, -0.8234, 0.8302], [0.4556, 0.3233, 1.5505], [-1.0360, 0.1874, 1.4397], [-1.4948, 0.1254, 0.0698], [-1.9632, 0.0507, -1.0381], [-2.4811, 0.0414, -2.3516], [-2.7415, -1.1640, -3.0051], [-3.2542, -1.1470, -4.2881], [-3.5065, 0.0599, -4.9226], [-3.2456, 1.2583, -4.2746], [-2.7350, 1.2577, -2.9912], [0.8388, 0.3531, 2.9977], [0.6756, -0.9475, 3.7829], [0.9991, -0.6856, 5.2524], [0.8549, 1.6323, 0.9750], [0.4404, 1.9118, -0.4857], [-0.3203, 2.7882, -0.7750], [1.1300, 1.1616, -1.3328], [0.9335, 1.3927, -2.7302], [2.7251, -3.0162, 0.6550], [4.1568, -2.1654, 0.0859], [2.6963, -2.1775, -0.8974], [3.0021, -0.0037, 0.2598], [3.0173, -0.8373, 1.8246], [0.7066, -1.7387, 1.2902], [0.7229, -0.7957, -0.1997], [-1.3381, -0.7236, 1.9625], [-1.4959, 1.0483, 1.9347], [-2.5463, -2.0994, -2.5016], [-3.4607, -2.0774, -4.7942], [-3.9097, 0.0664, -5.9234], [-3.4450, 2.1956, -4.7705], [-2.5263, 2.1822, -2.4738], [1.8827, 0.6662, 3.0597], [0.2327, 1.1259, 3.4777], [-0.3448, -1.3264, 3.7170], [1.3539, -1.7155, 3.4115], [0.3181, 0.0472, 5.6772], [2.0160, -0.3195, 5.3670], [0.9041, -1.6056, 5.8206], [1.9413, 1.7262, 1.0275], [0.4016, 2.4288, 1.5707], [1.8554, 1.0940, -3.2227], [0.7215, 2.4467, -2.9095], [0.0987, 0.7888, -3.0871]],
  "nbo_charge": [-0.60, -0.43, -0.24, -0.19, -0.30, -0.05, 0.06, -0.11, -0.18, -0.21, -0.17, -0.21, -0.18, -0.21, -0.42, -0.60, -0.33, 0.80, -0.56, -0.52, -0.27, 0.21, 0.23, 0.21, 0.22, 0.21, 0.23, 0.26, 0.25, 0.25, 0.22, 0.23, 0.23, 0.23, 0.24, 0.23, 0.23, 0.21, 0.22, 0.21, 0.21, 0.24, 0.25, 0.25, 0.21, 0.22, 0.20],
  "smiles": "CCC[N+](CC#Cc1ccccc1)(CCC)CC(=O)OC",
  "gap_ev": 9.35,
  "fmax_ev_per_a": 1.15,
  "charge": 1,
  "e_homo_ev": -11.74,
  "energy_ha": -906.43582,
  "e_lumo_ev": -2.39
}

---

{
  "formula": "C18H26O7",
  "method": "the ωB97M-V functional and the def2-TZVPD basis",
  "elements": ["O", "C", "O", "C", "O", "C", "O", "C", "C", "C", "C", "C", "C", "O", "C", "C", "O", "C", "C", "C", "C", "C", "C", "O", "C", "H", "H", "H", "H", "H", "H", "H", "H", "H", "H", "H", "H", "H", "H", "H", "H", "H", "H", "H", "H", "H", "H", "H", "H", "H", "H"],
  "xyz": [[1.2864, 3.0960, -1.3246], [1.1402, 2.4911, -0.3047], [1.7524, 2.8039, 0.8279], [0.2088, 1.2732, -0.2052], [0.1333, 0.8522, 1.1486], [-0.8941, -0.0663, 1.3746], [-2.1381, 0.5683, 1.3960], [-2.9965, -0.0110, 0.4108], [-3.9923, -0.9575, 1.0977], [-4.9551, -1.5522, 0.0750], [-5.7055, -0.4450, -0.6569], [-4.7151, 0.4825, -1.3524], [-3.7440, 1.0883, -0.3442], [-2.1416, -0.7056, -0.4770], [-1.0246, -1.1309, 0.2598], [0.1940, -1.2279, -0.6602], [1.2518, -1.8580, 0.0140], [2.4614, -1.1216, -0.1601], [3.5049, -1.9996, -0.8769], [4.9335, -1.6597, -0.4470], [5.0412, -0.1625, -0.1824], [4.2258, 0.2156, 1.0582], [2.9931, -0.6835, 1.2097], [2.1450, -0.0102, -0.9805], [0.7563, 0.1387, -1.0979], [1.4596, 2.2077, 1.5395], [-0.7845, 1.5645, -0.5692], [-0.6704, -0.4988, 2.3574], [-3.4409, -1.7472, 1.6115], [-4.5333, -0.3787, 1.8472], [-5.6568, -2.2178, 0.5804], [-4.3841, -2.1390, -0.6470], [-6.3029, 0.1259, 0.0575], [-6.3837, -0.8807, -1.3924], [-4.1444, -0.0836, -2.0902], [-5.2452, 1.2846, -1.8684], [-3.0204, 1.7271, -0.8529], [-4.2746, 1.6907, 0.3937], [-1.1934, -2.1213, 0.7071], [-0.0990, -1.8248, -1.5363], [3.3869, -1.8366, -1.9490], [3.2673, -3.0411, -0.6579], [5.1995, -2.2091, 0.4579], [5.6273, -1.9600, -1.2331], [6.0832, 0.1293, -0.0448], [4.6480, 0.3710, -1.0484], [3.9197, 1.2584, 0.9762], [4.8390, 0.1170, 1.9561], [2.1996, -0.1718, 1.7545], [3.2368, -1.5950, 1.7563], [0.5299, 0.3784, -2.1412]],
  "nbo_charge": [-0.57, 0.79, -0.66, -0.06, -0.55, 0.36, -0.54, 0.56, -0.45, -0.40, -0.40, -0.40, -0.43, -0.54, 0.04, 0.07, -0.54, 0.57, -0.44, -0.40, -0.41, -0.40, -0.46, -0.54, 0.07, 0.51, 0.22, 0.18, 0.21, 0.21, 0.21, 0.21, 0.19, 0.21, 0.21, 0.21, 0.22, 0.22, 0.19, 0.19, 0.22, 0.22, 0.19, 0.21, 0.21, 0.21, 0.22, 0.20, 0.22, 0.21, 0.22],
  "smiles": "O=C(O)[C@@H]1O[C@H]2O[C@]3(CCCCC3)O[C@H]2[C@@H]2O[C@@]3(CCCCC3)O[C@@H]21",
  "gap_ev": 10.35,
  "fmax_ev_per_a": 0.86,
  "e_homo_ev": -9.74,
  "energy_ha": -1228.21307,
  "e_lumo_ev": 0.61
}

---

{
  "formula": "C18H27BBr2F8IN2O8S2",
  "method": "the ωB97M-V functional and the def2-TZVPD basis",
  "elements": ["C", "C", "N", "N", "C", "C", "C", "C", "F", "F", "C", "F", "F", "F", "C", "B", "O", "C", "C", "C", "S", "Br", "O", "C", "C", "C", "O", "Br", "C", "I", "C", "C", "O", "C", "F", "F", "F", "H", "H", "H", "H", "H", "H", "H", "H", "H", "H", "H", "H", "H", "H", "H", "H", "H", "H", "H", "H", "H", "H", "H", "H", "H", "H", "H", "O", "S", "O", "O", "O"],
  "xyz": [[-2.0467, 2.2653, 2.3010], [-1.7356, 0.9729, 1.5713], [-1.2075, 1.2434, 0.2302], [-0.1636, 0.6077, -0.5026], [-0.8154, 0.3265, -1.8472], [-1.8999, -0.7532, -1.8219], [-2.4842, -0.7791, -3.2602], [-2.9147, -2.1658, -3.6863], [-1.9171, -3.0722, -3.5506], [-3.9957, -2.5624, -2.9615], [-3.3572, -2.2064, -5.1767], [-4.5906, -1.7166, -5.3169], [-2.5236, -1.4970, -5.9516], [-3.3576, -3.4634, -5.6308], [0.5362, -0.6414, 0.0818], [-0.3163, -1.8435, 0.8392], [-1.6568, -1.8377, 0.8417], [0.4164, -2.9224, 1.7260], [1.3904, -2.3714, 2.7980], [1.5713, -1.1907, -0.9318], [2.9374, -2.0370, -0.0315], [0.8728, -2.5250, -2.1553], [2.1629, -0.1992, -1.7443], [2.3330, 1.0036, -1.0380], [3.4506, 1.8231, -1.7001], [3.7381, 1.5506, -3.1562], [4.1714, 0.5643, -3.5484], [3.5134, 3.0190, -4.4344], [0.9974, 1.6636, -0.6595], [0.5058, 3.0902, -2.2935], [1.1752, 2.6463, 0.5117], [1.6847, 2.2418, 1.8980], [0.9936, 1.1695, 2.4642], [3.2041, 2.0548, 2.0673], [3.9324, 2.8111, 1.2198], [3.5418, 2.4417, 3.3168], [3.6076, 0.7781, 1.9578], [-2.5688, 1.9780, 3.2199], [-2.6438, 2.9532, 1.6957], [-1.1256, 2.7699, 2.6138], [-2.6863, 0.4486, 1.4833], [-1.1472, 0.3614, 2.2409], [-1.4457, 2.1427, -0.1545], [-0.0737, 0.1119, -2.6096], [-1.4052, 1.2024, -2.0897], [-2.6973, -0.4335, -1.1583], [-1.5907, -1.7488, -1.5536], [-1.6906, -0.4964, -3.9537], [-3.3296, -0.1033, -3.3647], [1.1464, -0.3006, 0.9159], [-1.7620, -1.5293, 1.8232], [-0.3563, -3.4841, 2.2438], [0.9404, -3.6395, 1.0817], [1.0004, -2.6442, 3.7779], [2.3777, -2.8247, 2.7324], [1.4634, -1.2881, 2.8022], [3.8561, -1.0988, -0.2762], [2.7654, 0.7339, -0.0719], [3.4298, 2.8834, -1.4706], [4.3787, 1.4642, -1.2463], [1.8863, 3.3967, 0.1625], [0.2730, 3.2363, 0.6424], [1.5025, 3.1190, 2.5303], [1.2770, 1.0228, 3.3779], [-1.9900, -1.8916, 5.6234], [-2.7383, -1.3602, 4.4739], [-3.1640, 0.0458, 4.7017], [-3.8669, -2.2182, 4.0878], [-1.7690, -1.2979, 3.2929]],
  "nbo_charge": [-0.63, -0.27, -0.49, -0.17, -0.21, -0.42, -0.47, 0.63, -0.32, -0.32, 0.92, -0.31, -0.32, -0.31, -0.50, 1.19, -1.02, -0.86, -0.59, 0.12, 0.05, 0.10, -0.59, 0.05, -0.57, 0.56, -0.46, -0.08, 0.18, 0.14, -0.54, 0.02, -0.69, 0.94, -0.33, -0.32, -0.32, 0.31, 0.18, 0.17, 0.22, 0.30, 0.38, 0.23, 0.23, 0.25, 0.25, 0.22, 0.24, 0.30, 0.55, 0.28, 0.22, 0.25, 0.19, 0.18, 0.12, 0.21, 0.26, 0.26, 0.26, 0.27, 0.21, 0.51, -1.08, 2.59, -1.11, -1.07, -1.16],
  "gap_ev": 3.84,
  "fmax_ev_per_a": 3.30,
  "charge": -1,
  "e_homo_ev": -3.31,
  "energy_ha": -8479.37613,
  "e_lumo_ev": 0.53
}